{
  "formula": "C29H72BN6O7",
  "method": "the ωB97M-V functional and the def2-TZVPD basis",
  "species": ["H", "C", "H", "H", "H", "O", "C", "C", "H", "H", "H", "H", "H", "H", "C", "N", "O", "H", "C", "H", "H", "H", "N", "C", "H", "H", "H", "O", "C", "O", "H", "C", "C", "H", "H", "H", "H", "C", "H", "H", "C", "H", "C", "C", "H", "C", "H", "C", "C", "H", "C", "H", "C", "N", "C", "H", "H", "H", "H", "C", "O", "H", "C", "H", "H", "H", "H", "H", "H", "H", "H", "H", "H", "H", "H", "H", "H", "H", "H", "H", "H", "H", "N", "H", "C", "H", "H", "H", "C", "H", "C", "C", "H", "H", "C", "C", "B", "H", "H", "H", "H", "N", "C", "H", "H", "C", "O", "H", "H", "H", "H", "N", "H", "O", "H"],
  "xyz": [[0.062316, 8.948531, 1.361503], [-3.279998, 6.882229, -2.692635], [-1.824227, 6.856946, -1.063170], [0.587972, -2.376426, 0.168192], [3.596364, -2.501016, 3.927448], [0.879645, -0.173878, -0.864672], [4.034453, -4.633577, 5.296626], [-1.370945, 0.167214, -3.033959], [-0.854074, -3.179300, 3.375898], [4.419259, -5.502349, 4.757848], [4.280012, -3.169320, -3.009717], [0.365507, -3.985588, -0.405174], [-1.561763, -1.960814, 0.074194], [1.176864, 12.597627, 0.898002], [2.070486, -2.811075, -2.109994], [-1.568951, -5.852545, 3.269133], [2.787808, -4.211333, 4.773176], [2.812119, -4.721189, -0.539528], [-1.837172, -4.858181, 4.315228], [0.346685, 12.006608, -2.562367], [-2.348521, -6.503043, 3.223587], [0.248394, -4.216851, 4.266468], [1.596622, -4.719427, -3.698938], [0.197323, -5.867400, 6.547782], [-1.112170, -4.289435, 1.168333], [-3.767191, 4.745041, -0.123441], [-3.010845, 3.225633, -0.640703], [0.016411, -0.200449, -3.070213], [2.390236, -5.237218, -1.391346], [-3.510323, 4.461009, -2.170651], [-1.286983, -3.969497, -5.202739], [-4.191515, 5.672633, -2.437629], [-0.294241, 12.585527, -0.713609], [-0.717107, 10.457511, 1.874915], [-2.940540, -6.075622, 5.690247], [-2.314895, -4.700739, -0.029247], [-0.576050, -5.363085, -1.773961], [0.570464, -2.490856, -1.948823], [-2.787060, -4.371247, 4.072407], [1.255816, -4.736700, 2.119095], [3.107392, -3.908048, 2.325402], [-0.393962, -6.490004, -3.158387], [-1.887769, -3.875485, 0.531348], [-0.643687, -5.487242, -2.845859], [-3.392159, 7.550515, -0.627331], [-2.008330, -5.504183, 5.696915], [-2.254435, 8.455779, -1.625168], [-0.752367, -3.785635, 4.278298], [0.062935, -2.964709, -0.586506], [-1.901903, 11.562432, 0.361029], [0.138889, -4.441299, -3.641918], [0.898492, -5.617303, 5.748502], [-0.378507, -4.546513, -5.087770], [2.223167, -5.049369, 2.071847], [4.551513, -4.340134, 2.089605], [0.362447, -4.097406, -5.740769], [-1.251705, -3.032895, -2.931481], [0.708887, 14.186274, 0.327648], [-0.944787, 13.349456, -1.149742], [-0.017578, 10.016645, 1.158900], [1.867511, -5.936377, -4.007030], [-2.105814, -4.741463, 6.481115], [2.419760, -4.236472, -2.554118], [1.265935, 11.473910, -1.360325], [-4.918178, 5.883675, -1.641671], [-1.756885, 11.155260, -1.346281], [-4.764532, 5.484145, -3.349466], [-2.554352, 1.881293, -3.478271], [-1.109338, 2.243522, -2.525142], [3.021692, -6.079778, -1.611111], [-2.072004, 4.718284, -0.691106], [-0.069731, -2.361108, -4.009268], [-0.397399, 13.266284, 1.349233], [2.536618, -2.671890, -1.140613], [-0.004654, -4.976400, 7.148974], [-1.734869, 5.743436, -3.331181], [-1.813777, -0.077680, -2.068623], [-0.824016, -3.119300, 5.140081], [1.392220, -5.548826, -1.122708], [4.722163, -4.512973, 1.026633], [-0.788152, -6.424193, 3.584055], [-2.661027, -3.496191, 1.189190], [-2.215880, 6.579092, -3.654525], [0.973378, 10.456310, 1.292894], [-3.069602, 4.296963, -0.836655], [0.667196, -6.617128, 7.184367], [3.976991, -4.527029, -4.067854], [-2.632441, 6.301309, -4.539007], [2.858633, -3.283258, 3.705954], [-3.910593, 7.661893, -3.130458], [0.332384, 13.186175, 0.540886], [-2.653940, 7.461766, -1.427747], [1.878672, -2.799052, 3.683396], [-1.892741, -0.369362, -3.818928], [-1.508848, 1.635415, -3.327161], [-0.190996, -3.027903, -3.163594], [0.460324, -0.907078, -1.972700], [0.142454, 0.329703, -0.483015], [-0.535237, -5.575647, -5.376614], [4.773243, -3.828031, 5.272538], [3.872959, -4.926968, 6.333897], [0.766049, 12.298270, -1.683801], [3.896504, -4.181620, -3.048062], [-0.973353, 1.886463, -4.234343], [4.789184, -5.270544, 2.604727], [-1.178802, 11.360009, -0.440684], [-0.472612, 10.164040, -0.173019], [2.318592, -5.691414, 2.855437], [-1.686579, -5.334873, -3.103799], [5.253954, -3.573146, 2.422009], [2.518783, -2.105993, -2.804086], [-1.391367, -2.841199, -0.399021], [2.874220, -3.133363, 1.586544], [-1.000065, -6.433034, 6.037606], [4.541642, -4.767149, -2.409676]],
  "forces_ev_per_a": [[-0.04, 0.00, -0.03], [0.23, -0.14, 0.17], [-0.01, -0.06, -0.03], [0.19, 0.04, 0.17], [0.08, -0.07, -0.01], [-0.69, -0.40, 0.56], [-0.13, -0.12, 0.06], [0.44, 0.39, -0.51], [-0.01, -0.03, -0.02], [0.11, 0.06, -0.03], [0.05, 0.27, -0.06], [-0.15, -0.37, -0.03], [0.02, 0.11, -0.23], [-0.01, -0.07, -0.02], [-0.82, -0.19, 0.05], [-0.05, -0.06, 0.19], [0.11, 0.05, 0.00], [0.11, -0.05, 0.37], [0.24, 0.01, 0.00], [0.03, 0.10, -0.02], [-0.02, 0.05, -0.10], [-0.04, -0.07, 0.09], [-0.52, -0.63, 1.59], [0.07, -0.20, -0.09], [0.17, -0.02, 0.16], [0.01, 0.05, 0.01], [-0.04, 0.00, -0.03], [-0.46, -0.21, 0.19], [-0.21, 0.65, -0.11], [-0.02, 0.02, 0.13], [-0.38, -0.06, 0.06], [-0.16, 0.08, -0.20], [0.22, -0.11, 0.14], [0.01, 0.05, 0.00], [0.03, -0.05, 0.00], [-0.07, -0.22, -0.10], [0.15, -0.14, 0.24], [0.01, 0.49, -0.57], [-0.05, -0.05, 0.05], [-0.02, -0.06, -0.13], [0.14, -0.25, 0.11], [0.30, -0.27, 0.08], [0.03, -0.04, -0.41], [-0.14, 0.29, 0.02], [0.01, -0.02, 0.00], [-0.20, -0.07, -0.02], [0.05, -0.03, -0.02], [-0.03, 0.08, -0.09], [-0.01, 0.00, 0.00], [0.07, 0.04, 0.06], [-0.79, -0.09, -0.82], [-0.01, 0.13, 0.06], [0.59, 0.27, 0.12], [-0.15, 0.18, 0.17], [0.07, 0.08, -0.08], [0.11, 0.00, -0.27], [-0.25, 0.07, 0.02], [0.02, -0.02, -0.04], [-0.06, -0.05, -0.03], [0.08, -0.16, -0.13], [0.15, 0.47, -0.57], [0.07, 0.06, -0.04], [1.40, 0.12, -0.37], [0.06, 0.06, 0.02], [0.07, 0.04, 0.06], [0.04, -0.04, -0.01], [0.04, -0.05, 0.00], [-0.22, 0.17, 0.07], [0.07, 0.18, 0.20], [-0.04, -0.48, -0.14], [-0.04, 0.08, 0.10], [0.23, 0.27, -0.10], [0.01, -0.02, 0.00], [0.38, 0.21, 0.13], [-0.01, 0.05, -0.03], [0.07, 0.07, 0.03], [-0.17, -0.15, 0.10], [0.01, -0.01, 0.01], [-0.12, -0.27, 0.04], [-0.03, -0.03, 0.00], [0.03, 0.04, -0.04], [-0.22, 0.22, 0.02], [-0.18, -0.11, -0.07], [-0.04, 0.08, 0.10], [0.09, -0.15, -0.14], [-0.06, -0.02, 0.02], [0.04, -0.25, -0.20], [0.03, 0.10, -0.02], [-0.14, 0.21, -0.12], [-0.06, -0.05, -0.03], [-0.05, 0.13, 0.05], [-0.07, 0.16, 0.03], [0.02, -0.02, 0.02], [-0.13, -0.46, 0.01], [-0.10, 0.11, 0.07], [0.26, -0.39, 0.26], [0.33, 0.32, -0.05], [0.60, 0.28, -0.28], [-0.04, -0.22, -0.15], [0.02, 0.00, -0.05], [-0.03, 0.03, 0.00], [-0.17, -0.11, -0.05], [-0.30, 0.24, 0.15], [0.15, -0.01, -0.21], [-0.04, 0.00, 0.05], [-0.15, 0.04, -0.19], [-0.03, 0.06, 0.14], [0.05, -0.06, -0.09], [-0.29, 0.05, 0.01], [0.00, -0.01, 0.01], [0.09, 0.10, -0.20], [0.08, -0.04, 0.60], [-0.07, 0.04, 0.04], [0.04, 0.10, 0.07], [0.18, -0.32, 0.05]],
  "mulliken_charge": [0.255, 0.502, 0.196, 0.707, 0.588, -0.619, -0.802, 0.046, 0.239, 0.283, 0.369, 0.002, 0.381, 0.285, -3.373, -0.489, -0.195, 0.377, 0.217, 0.276, 0.271, -0.156, 0.639, -0.530, 0.194, 0.364, 0.215, -0.567, -2.090, -0.285, 0.337, -0.827, 0.356, 0.350, 0.388, 0.287, 0.221, 2.442, 0.357, -0.262, 1.487, 0.443, -0.991, -1.668, 0.366, -0.926, 0.094, -0.780, -1.320, 0.428, 2.121, 0.115, -2.002, -0.312, -1.544, 0.476, 0.613, 0.356, 0.396, -0.756, -0.665, 0.429, 2.483, 0.319, 0.405, 0.362, 0.341, 0.466, 0.252, 0.492, 0.269, 0.688, 0.343, 0.401, 0.288, 0.296, 0.254, 0.465, 0.306, 0.313, 0.249, 0.416, -0.731, 0.244, -0.731, 0.304, 0.369, 0.275, -1.182, 0.400, -1.423, -1.150, 0.258, 0.214, -1.449, -2.953, 0.794, 0.306, 0.417, 0.352, 0.233, -0.737, -1.584, 0.359, 0.313, -0.736, -0.313, 0.393, 0.505, 0.361, 0.689, -0.173, -0.251, -0.417, 0.325],
  "largest_force_ha_per_bohr": 0.035,
  "multiplicity": 2,
  "lumo_energy_ev": [0.2, 0.2],
  "energy_ev": -55187.8350,
  "homo_lumo_gap_ev": [8.195, 9.107]
}